[1]
# CH4N2O2S

A 3-piece molecular cluster, CH4N2O2S overall in a non-equilibrium geometry (ωB97M-V/def2-TZVPD, the Open Molecules 2025 dataset).

Geometry as XYZ:
```
10
Properties=species:S:1:pos:R:3:mulliken_charge:R:1
S 2.210 0.701 0.807 -0.210
O -0.275 0.863 0.372 -0.151
O -2.149 1.318 -0.536 -0.319
N 0.545 -1.275 1.184 -0.545
N -1.500 0.432 -0.162 0.200
C 0.620 -0.070 0.814 0.569
H -0.411 -1.578 1.185 0.292
H -0.576 -1.283 -2.301 0.292
H 1.694 1.747 0.247 0.135
H -0.157 -0.855 -1.609 -0.263
```

- ΔE to the lowest compared entry with this formula, charge and spin (kcal per mole) = 101.16
- highest occupied orbital energy (eV) = -9.900
- lowest unoccupied orbital energy (eV) = -0.64
- gap between HOMO and LUMO (eV) = 9.26

[2]
# C16H27BF11NO16S3Zr

C16H27BF11NO16S3Zr as an isolated structure in a non-equilibrium geometry (ωB97M-V/def2-TZVPD, the Open Molecules 2025 dataset).

Geometry as XYZ:
```
76
Properties=species:S:1:pos:R:3:mulliken_charge:R:1
Zr -1.485 -0.728 -0.312 1.294
S 3.705 1.488 -3.762 1.103
S -2.401 0.451 -3.345 0.920
S -3.400 -1.682 -3.158 0.747
F -0.953 -5.377 -0.638 -0.223
F -2.745 -1.284 3.690 -0.234
F 2.971 4.109 1.940 -0.248
F 2.517 3.176 0.055 -0.202
F 3.209 1.959 1.703 -0.236
F -1.729 0.598 3.812 -0.178
F 0.832 -5.998 0.397 -0.247
F -1.726 1.582 -2.424 -0.222
F -0.699 -4.865 1.389 -0.215
F -1.274 -0.963 5.274 -0.272
F -2.876 -3.114 -2.559 -0.265
O 4.345 1.707 -2.437 -0.535
O -0.577 -1.053 1.803 0.215
O -2.654 0.899 0.551 -0.663
O 0.371 1.772 1.677 -0.187
O -4.781 -1.665 -2.638 -0.445
O 0.360 4.032 2.052 -0.296
O 2.033 -3.978 -0.347 -0.312
O 2.438 2.479 -3.998 -0.349
O 0.492 -1.749 3.792 -0.229
O 0.056 -2.729 -0.502 -0.712
O -5.585 0.243 -0.560 -0.671
O -1.448 0.384 -4.486 -0.568
O -3.667 1.075 -3.604 -0.547
O 2.855 0.058 -3.791 -0.212
O -3.273 -1.863 -4.614 -0.493
O 4.567 1.585 -4.947 -0.592
N -2.344 -0.695 -2.185 0.203
C -0.054 -5.050 0.240 0.744
C -1.073 5.320 3.355 -1.339
C 1.661 -2.230 3.089 0.507
C -1.591 -0.690 4.008 0.637
C 1.231 1.815 -4.191 0.073
C 2.705 -2.598 4.183 -1.540
C -3.862 1.349 1.132 -0.319
C 0.692 -3.809 -0.252 0.346
C 1.673 0.361 -4.457 -0.479
C 2.939 -2.890 -0.500 0.251
C -1.084 4.085 2.442 0.208
C -5.120 1.358 0.127 -0.811
C -0.441 -1.137 3.079 0.356
C 2.481 3.026 1.372 0.825
C 1.005 2.822 1.752 0.295
C 2.940 -2.498 -1.918 -0.917
B 0.508 0.225 -0.849 1.396
H 2.037 -1.567 2.310 0.099
H -4.103 0.722 1.991 0.271
H 3.584 -3.020 3.696 0.406
H 0.000 -0.197 -1.702 -0.107
H 2.560 -2.119 0.170 -0.290
H 1.377 0.818 -1.087 -0.396
H -0.267 0.869 -0.463 0.170
H 2.401 -3.424 4.825 0.374
H 3.916 -3.215 -0.141 0.421
H -1.589 3.310 3.019 0.059
H 1.936 0.201 -5.502 0.436
H 0.757 -0.560 -0.152 -0.500
H 1.960 -2.102 -2.185 -0.044
H -0.288 5.258 4.109 0.325
H -2.021 5.417 3.885 0.418
H 1.348 -3.159 2.611 -0.084
H 0.542 2.162 -4.960 0.358
H -4.864 2.141 -0.588 0.245
H 3.142 -3.397 -2.499 0.402
H 0.675 1.959 -3.265 -0.002
H -3.697 2.354 1.519 0.180
H 2.934 -1.843 4.935 0.371
H -1.716 4.165 1.557 0.232
H 3.770 -1.796 -1.998 0.381
H -0.992 6.310 2.906 0.326
H -5.991 1.673 0.702 0.405
H 0.846 -0.270 -4.132 0.185
```

- ΔE to the lowest compared entry with this formula, charge and spin (kcal per mole) = 178.80
- highest occupied orbital energy (eV) = -6.228
- lowest unoccupied orbital energy (eV) = -2.50
- gap between HOMO and LUMO (eV) = 3.73

[3]
# C25H41F3HfNO18

C25H41F3HfNO18 as an isolated structure in a non-equilibrium geometry (ωB97M-V/def2-TZVPD, the Open Molecules 2025 dataset).

Geometry as XYZ:
```
89
Properties=species:S:1:pos:R:3:lowdin_spin:R:1
Hf -4.286 -2.049 -0.424 0.870
F 1.944 -4.133 -1.279 0.000
F 2.029 -6.235 -1.774 0.000
F 0.184 -5.191 -1.307 0.000
O 0.717 -4.873 1.403 0.003
O 1.243 0.496 -4.890 0.000
O -0.210 -0.531 0.192 -0.001
O -2.323 -2.642 -1.968 0.016
O -1.748 -3.151 -4.035 0.001
O 4.486 -1.888 1.020 0.000
O -5.690 -2.300 1.584 0.013
O 2.265 3.539 2.818 0.000
O -4.801 0.153 0.512 0.050
O -5.304 -2.595 3.754 0.003
O -3.758 -2.289 1.978 0.017
O -2.204 -0.893 0.057 0.011
O 1.265 -6.988 0.982 -0.004
O -5.573 1.870 1.899 0.004
O 2.583 2.271 -4.315 0.000
O -0.397 4.465 3.146 0.000
O -1.479 1.055 0.557 0.001
O 3.177 -0.702 2.546 0.000
N -1.315 -0.114 0.324 0.000
C 1.144 -3.539 1.753 0.000
C 1.580 1.333 -4.062 0.000
C 1.591 -5.696 0.551 -0.001
C -5.478 3.289 2.079 0.000
C -4.374 3.710 1.093 0.000
C 3.237 -0.106 0.180 0.000
C 2.584 3.257 -3.278 0.000
C -4.977 1.412 0.750 0.007
C 0.489 -2.731 -3.952 0.000
C 3.599 -0.902 1.412 0.000
C 1.420 -5.321 -0.975 -0.001
C -0.082 3.929 1.882 0.000
C -0.131 -1.937 -2.842 0.000
C 1.100 2.932 2.107 0.000
C 0.345 -2.867 2.875 0.000
C 1.966 2.590 -2.043 0.000
C -0.637 -3.063 -4.912 0.000
C 3.567 -1.115 -0.967 0.000
C -4.470 2.661 0.005 0.000
C 3.459 2.797 2.520 0.000
C -1.296 5.582 3.083 0.000
C -4.888 -2.425 2.490 0.007
C -1.467 -2.608 -2.858 0.001
C 4.726 -1.898 -0.397 0.000
C 1.073 1.516 -2.632 0.000
H 4.366 3.174 2.993 0.000
H 4.747 -2.944 -0.700 0.000
H 0.805 -1.947 3.238 0.000
H 0.245 4.751 1.244 0.000
H -6.472 3.669 1.843 0.000
H 1.246 -2.948 0.843 0.000
H 1.547 3.331 -1.363 0.000
H 2.745 2.020 -1.536 0.000
H 2.179 0.145 0.107 0.000
H 1.222 -2.126 -4.487 0.000
H -3.520 2.484 -0.500 0.000
H 0.973 -3.625 -3.558 0.000
H -4.599 4.697 0.688 0.000
H 0.141 -3.584 3.670 0.000
H 3.178 1.801 2.863 0.000
H -2.315 5.374 2.759 0.000
H -0.640 -2.586 2.501 0.000
H 3.628 3.519 -3.107 0.000
H 5.601 -1.335 -0.721 0.000
H 3.721 2.834 1.463 0.000
H 3.763 -0.614 -1.915 0.000
H -6.224 -2.323 3.710 0.000
H 3.818 0.815 0.141 0.000
H 0.814 2.079 2.723 0.000
H -5.318 2.922 -0.628 0.000
H 2.592 -5.437 0.896 0.000
H 1.247 0.617 -2.040 0.000
H -0.205 -0.893 -3.148 0.000
H 0.028 1.826 -2.634 0.000
H 2.768 -1.818 -1.201 0.000
H -1.313 6.015 4.084 0.000
H -3.376 3.713 1.532 0.000
H 2.181 -3.651 2.072 0.000
H 0.304 -1.999 -1.845 0.000
H 2.104 4.196 -3.554 0.000
H -5.134 3.579 3.072 0.000
H -0.792 -2.174 -5.524 0.000
H 1.432 2.499 1.163 0.000
H -0.988 6.349 2.372 0.000
H -0.454 -3.945 -5.525 0.000
H -0.923 3.462 1.369 0.000
```

- highest occupied orbital energy (spin up / spin down) (eV) = -5.476 / -5.533
- lowest unoccupied orbital energy (spin up / spin down) (eV) = -3.56 / -3.67
- multiplicity = 2
- gap between HOMO and LUMO (spin up / spin down) (eV) = 1.91 / 1.87
- ⟨S²⟩ = 0.765

What total energy values result from the calculations? In sequence: -698.5141; -4249.1163; -2733.5015 Eh.